This record from OMol25 describes a cluster of 5 separate species, C14H31B3N2O7 in total in a non-equilibrium geometry. The level of theory is ωB97M-V with the def2-TZVPD basis set.

Geometry (Å):
N1 1.479 -2.147 -2.248
C1 1.441 -1.339 -1.240
C2 0.150 -1.270 -0.352
B1 -1.154 -0.701 -1.088
O1 -1.235 -0.242 -2.430
B2 -2.604 0.171 -2.625
O2 -3.658 -0.775 -2.359
B3 -3.422 -1.242 -1.021
N2 -4.270 -2.291 -0.427
O3 -2.367 -0.608 -0.303
H1 0.578 -2.645 -2.300
H2 2.334 -0.712 -0.972
H3 -0.081 -2.297 0.054
H4 0.373 -0.558 0.507
H5 -2.924 1.260 -2.945
H6 -4.882 -2.636 -1.175
H7 -3.720 -3.082 -0.092
C3 2.526 0.577 3.925
C4 2.323 1.207 2.572
O4 1.893 0.566 1.635
C5 2.674 2.662 2.421
H8 2.232 -0.473 3.883
H9 3.578 0.635 4.208
H10 1.908 1.085 4.668
H11 3.734 2.813 2.636
H12 2.063 3.264 3.097
H13 2.474 2.975 1.396
C6 1.895 -6.362 0.498
C7 2.455 -4.964 0.466
O5 1.728 -3.995 0.443
C8 3.953 -4.817 0.462
H14 0.806 -6.316 0.497
H15 2.224 -6.914 -0.385
H16 2.224 -6.874 1.405
H17 4.372 -5.302 -0.421
H18 4.372 -5.261 1.368
H19 4.212 -3.759 0.438
C9 1.502 3.844 -2.799
C10 2.277 3.645 -1.524
O6 1.890 4.111 -0.472
C11 3.551 2.846 -1.606
H20 0.610 4.436 -2.591
H21 2.115 4.377 -3.528
H22 1.195 2.877 -3.201
H23 4.254 3.335 -2.282
H24 3.333 1.835 -1.956
H25 4.003 2.783 -0.615
C12 -6.565 3.252 0.814
C13 -5.274 2.911 0.117
O7 -4.944 3.468 -0.907
C14 -4.409 1.849 0.744
H26 -7.084 4.030 0.253
H27 -7.205 2.370 0.864
H28 -6.358 3.624 1.819
H29 -4.955 0.904 0.791
H30 -4.106 2.159 1.746
H31 -3.515 1.707 0.138

Values from the calculation:
**Highest occupied orbital energy**: -9.33 eV
**Structure (SMILES)**: [H]/N=C\CB1OBOB(N)O1.CC(C)=O.CC(C)=O.CC(C)=O.CC(C)=O

Atomic partial charges in e from the natural (NBO) method, atoms 1 to 5: -0.624, 0.170, -0.891, 1.161, -0.897



This record from OMol25 describes a cluster of 13 separate species, C37H100O13 in total in a non-equilibrium geometry. The level of theory is ωB97M-V with the def2-TZVPD basis set.

Geometry (Å):
C1 -1.753 -2.147 -3.734
C2 -1.741 -0.647 -4.134
C3 -1.835 -0.517 -5.679
O1 -2.844 0.050 -3.547
H1 -1.617 -2.238 -2.680
H2 -1.016 -2.696 -4.207
H3 -2.717 -2.541 -4.063
H4 -0.818 -0.098 -3.829
H5 -0.905 -0.726 -6.126
H6 -2.173 0.508 -5.845
H7 -2.612 -1.156 -6.123
H8 -2.692 -0.055 -2.632
C4 -0.942 -6.153 0.862
C5 -0.498 -4.803 0.413
C6 0.062 -4.805 -0.972
O2 -1.688 -4.010 0.408
H9 -1.432 -6.254 1.826
H10 -0.031 -6.794 0.962
H11 -1.682 -6.617 0.158
H12 0.231 -4.422 1.144
H13 -0.749 -4.977 -1.652
H14 0.991 -5.370 -1.087
H15 0.394 -3.762 -1.145
H16 -1.547 -3.124 0.052
C7 -2.089 3.426 2.416
C8 -1.371 4.302 1.386
C9 -1.307 5.726 1.789
O3 -0.012 3.865 1.148
H17 -1.710 3.604 3.431
H18 -1.856 2.370 2.219
H19 -3.142 3.643 2.368
H20 -1.828 4.164 0.432
H21 -0.685 6.303 1.107
H22 -0.829 5.825 2.768
H23 -2.286 6.173 1.839
H24 0.207 4.345 0.317
C10 -1.619 2.898 -3.434
C11 -1.477 3.403 -4.836
C12 -2.814 3.983 -5.348
O4 -0.434 4.409 -4.864
H25 -2.204 3.665 -2.905
H26 -0.639 2.785 -2.911
H27 -2.225 2.026 -3.452
H28 -1.060 2.575 -5.448
H29 -3.574 3.275 -5.558
H30 -2.618 4.568 -6.266
H31 -3.322 4.573 -4.605
H32 -0.756 5.063 -5.507
C13 -4.971 -0.744 0.338
C14 -5.368 0.685 0.145
C15 -6.081 0.899 -1.211
O5 -6.165 1.198 1.244
H33 -4.690 -1.012 1.347
H34 -4.164 -0.932 -0.330
H35 -5.776 -1.444 0.150
H36 -4.411 1.210 0.085
H37 -6.265 1.938 -1.479
H38 -7.053 0.432 -1.295
H39 -5.432 0.449 -1.996
H40 -6.662 2.033 0.929
C16 2.389 1.566 -5.211
C17 3.051 0.768 -4.106
C18 1.975 0.114 -3.193
O6 3.895 -0.268 -4.561
H41 1.696 0.958 -5.696
H42 3.154 1.921 -5.877
H43 1.873 2.457 -4.820
H44 3.718 1.430 -3.549
H45 2.463 -0.435 -2.362
H46 1.506 -0.636 -3.877
H47 1.269 0.789 -2.771
H48 3.472 -0.983 -5.062
C19 2.150 3.771 -2.074
C20 1.756 5.251 -2.149
C21 2.366 5.865 -3.388
O7 0.324 5.409 -2.023
H49 1.802 3.331 -1.108
H50 3.284 3.670 -2.068
H51 1.908 3.280 -3.015
H52 2.160 5.733 -1.242
H53 2.134 6.963 -3.432
H54 1.930 5.364 -4.267
H55 3.448 5.676 -3.435
H56 -0.101 5.023 -2.820
C22 2.150 -0.912 4.955
C23 1.167 -1.075 3.852
C24 0.262 -2.341 4.098
O8 0.237 -0.015 3.707
H57 2.874 -0.091 4.824
H58 2.655 -1.878 5.071
H59 1.600 -0.764 5.912
H60 1.705 -1.281 2.930
H61 -0.453 -2.205 4.902
H62 0.894 -3.181 4.386
H63 -0.376 -2.514 3.258
H64 0.753 0.696 3.308
C25 3.798 -2.874 1.828
C26 4.804 -1.729 1.939
C27 4.676 -0.725 0.791
O9 4.704 -1.080 3.170
H65 3.888 -3.235 0.793
H66 2.814 -2.564 2.089
H67 4.017 -3.659 2.608
H68 5.825 -2.185 1.851
H69 3.803 -0.140 0.964
H70 4.633 -1.251 -0.161
H71 5.488 0.011 0.880
H72 4.713 -1.712 3.867
C28 2.240 -6.866 2.340
C29 1.560 -6.316 3.564
C30 0.987 -7.359 4.469
O10 2.453 -5.511 4.303
H73 2.629 -5.991 1.838
H74 1.627 -7.340 1.635
H75 3.066 -7.527 2.623
H76 0.711 -5.692 3.254
H77 0.363 -6.984 5.285
H78 1.678 -8.148 4.838
H79 0.211 -7.908 3.947
H80 3.018 -6.073 4.821
C31 -0.968 1.172 -0.345
C32 -0.697 -0.318 -0.479
C33 0.456 -0.892 0.288
O11 -1.916 -1.015 -0.119
H81 -0.165 1.763 -0.814
H82 -1.105 1.420 0.685
H83 -1.860 1.284 -0.910
H84 -0.606 -0.513 -1.556
H85 1.447 -0.477 0.047
H86 0.407 -1.971 0.132
H87 0.300 -0.682 1.374
H88 -2.082 -0.813 0.836
C34 -3.541 -0.340 4.638
C35 -3.215 0.500 3.479
O12 -2.200 0.046 2.562
H89 -4.245 0.288 5.214
H90 -2.609 -0.458 5.225
H91 -3.877 -1.357 4.399
H92 -2.884 1.474 3.848
H93 -4.153 0.699 2.934
H94 -1.371 -0.214 2.999
C36 4.084 2.902 1.735
C37 3.276 2.280 2.859
O13 1.833 2.026 2.600
H95 3.898 2.302 0.853
H96 5.127 2.991 2.063
H97 3.748 3.887 1.378
H98 3.316 2.944 3.780
H99 3.676 1.277 2.999
H100 1.429 2.872 2.275

Values from the calculation:
**ΔE to the lowest compared entry with this formula, charge and spin**: 44.4 kcal per mole
**Highest occupied orbital energy**: -9.82 eV

Atomic partial charges in e from the Löwdin method, atoms 1 to 5: -0.023, -0.451, -0.035, -0.062, 0.049



This record from OMol25 describes a structure of composition C30H35ClFN2O2ScSi2 in a non-equilibrium geometry. The level of theory is ωB97M-V with the def2-TZVPD basis set.

Geometry (Å):
Sc1 -0.061 1.233 -0.444
Cl1 -3.946 0.174 5.355
C1 -2.859 -0.104 4.071
C2 -1.514 -0.455 4.328
C3 -0.627 -0.649 3.241
C4 -1.091 -0.470 1.952
O1 -0.227 -0.851 0.891
C5 -2.402 -0.040 1.672
C6 -2.863 0.418 0.382
N1 -2.093 0.494 -0.714
C7 -2.534 0.247 -1.989
C8 -3.867 0.288 -2.389
C9 -4.294 -0.138 -3.681
C10 -3.375 -0.508 -4.636
C11 -1.975 -0.447 -4.324
C12 -0.961 -0.774 -5.272
C13 0.390 -0.641 -4.943
C14 0.706 -0.316 -3.617
N2 -0.235 -0.081 -2.696
C15 -1.554 -0.059 -3.033
C16 -3.282 0.079 2.760
H1 -1.172 -0.552 5.350
H2 0.357 -1.057 3.414
H3 -3.908 0.785 0.407
H4 -4.570 0.551 -1.606
H5 -5.352 -0.136 -3.934
H6 -3.684 -0.771 -5.653
H7 -1.259 -1.168 -6.256
H8 1.177 -0.704 -5.687
H9 1.731 -0.298 -3.251
H10 -4.286 0.398 2.540
C17 3.567 1.016 1.456
Si1 2.663 0.370 -0.123
C18 3.571 1.113 -1.679
C19 3.000 -1.536 -0.184
C20 4.301 -1.961 -0.482
C21 4.646 -3.323 -0.450
C22 3.714 -4.285 -0.122
C23 2.385 -3.908 0.166
C24 2.038 -2.562 0.139
Si2 0.256 -2.426 0.492
C25 -0.818 -2.875 -1.013
C26 -0.184 -3.555 1.978
H11 4.624 0.651 1.421
H12 3.120 0.670 2.401
H13 3.551 2.120 1.434
H14 4.299 1.859 -1.309
H15 2.833 1.637 -2.331
H16 4.079 0.409 -2.334
H17 5.087 -1.272 -0.728
H18 5.687 -3.605 -0.656
H19 3.971 -5.333 -0.084
H20 1.629 -4.671 0.365
H21 -1.078 -3.954 -0.860
H22 -0.307 -2.758 -1.984
H23 -1.785 -2.340 -1.004
H24 -0.170 -4.618 1.647
H25 -1.222 -3.364 2.357
H26 0.488 -3.505 2.849
F1 0.027 2.537 -1.891
C27 -1.135 3.295 3.024
C28 -0.267 3.658 1.838
C29 -0.941 4.681 0.950
C30 1.126 4.076 2.235
O2 -0.158 2.395 1.061
H27 -1.361 4.165 3.691
H28 -0.605 2.512 3.597
H29 -2.088 2.921 2.644
H30 -1.033 5.668 1.490
H31 -1.937 4.305 0.682
H32 -0.340 4.834 0.041
H33 1.107 4.963 2.923
H34 1.718 4.310 1.336
H35 1.576 3.234 2.778

Values from the calculation:
**ΔE to the lowest compared entry with this formula, charge and spin**: 0.0 kcal per mole
**Charge**: -2
**Highest occupied orbital energy (alpha / beta)**: 0.99 / 0.99 eV

Atomic partial charges in e from the Löwdin method, atoms 1 to 5: 0.825, 0.604, -0.751, -0.173, -0.061



This record from OMol25 describes a cluster of 2 separate species, C3H2F3O4S in total in a non-equilibrium geometry. The level of theory is ωB97M-V with the def2-TZVPD basis set.

Geometry (Å):
C1 -1.377 2.051 1.148
C2 1.082 -1.314 -0.318
C3 -1.413 1.235 2.166
O1 -1.476 2.901 0.320
O2 -0.211 0.383 -1.843
O3 0.112 -1.921 -2.676
O4 1.986 -0.265 -2.611
F1 0.912 -0.311 0.727
F2 -0.597 1.325 3.219
F3 -2.380 0.316 2.376
S1 0.695 -0.728 -2.080
H1 0.434 -2.061 -0.066
H2 2.234 -1.612 -0.363

Values from the calculation:
**ΔE to the lowest compared entry with this formula, charge and spin**: 61.8 kcal per mole
**Charge**: -1
**Highest occupied orbital energy**: -5.24 eV

Atomic partial charges in e from the natural (NBO) method, atoms 1 to 5: 0.541, -0.227, 0.467, -0.400, -1.024



This record from OMol25 describes a structure of composition C30H22Cl4MgN7O4S in a non-equilibrium geometry. The level of theory is ωB97M-V with the def2-TZVPD basis set.

Geometry (Å):
Mg1 -2.196 0.576 0.308
C1 -5.934 2.452 1.566
C2 -4.415 2.277 1.536
N1 -3.780 2.150 0.464
N2 -4.416 2.350 -0.743
C3 -4.757 3.588 -1.146
N3 -5.105 3.654 -2.479
S1 -4.628 4.958 -0.119
C4 -3.664 1.901 2.749
C5 -4.083 2.411 3.953
C6 -3.332 2.159 5.056
C7 -2.178 1.392 4.915
C8 -1.874 0.953 3.623
N4 -2.603 1.152 2.535
H1 -6.385 2.209 0.624
H2 -6.259 3.486 1.748
H3 -6.402 1.745 2.245
H4 -3.925 1.659 -1.398
H5 -4.911 2.861 -3.045
H6 -5.061 4.588 -2.900
H7 -4.856 3.096 4.045
H8 -3.570 2.691 6.029
H9 -1.514 1.205 5.786
H10 -0.834 0.544 3.483
Cl1 -7.336 -1.884 -3.669
C9 -6.092 -1.595 -2.407
C10 -6.103 -2.412 -1.302
Cl2 -7.294 -3.668 -1.170
C11 -5.172 -2.235 -0.280
Cl3 -5.363 -2.895 1.329
C12 -4.176 -1.251 -0.385
O1 -3.385 -0.952 0.565
C13 -4.064 -0.517 -1.615
O2 -3.075 0.353 -1.730
C14 -5.096 -0.625 -2.579
Cl4 -5.158 0.397 -4.075
C15 10.806 -3.052 -0.836
O3 9.900 -3.095 -1.948
C16 8.668 -2.511 -1.759
C17 8.056 -2.487 -0.511
C18 6.906 -1.722 -0.338
C19 6.349 -1.008 -1.364
C20 6.944 -1.140 -2.628
C21 8.062 -1.861 -2.847
N5 5.170 -0.077 -1.343
N6 4.274 -0.655 -0.699
C22 3.108 0.109 -0.543
C23 2.923 1.469 -0.806
C24 1.629 2.045 -0.751
C25 0.466 1.339 -0.307
O4 -0.702 1.856 -0.179
C26 0.738 -0.071 0.065
N7 -0.390 -0.700 0.548
C27 -0.250 -1.971 0.953
C28 0.984 -2.633 0.846
C29 2.079 -2.036 0.347
C30 1.992 -0.641 -0.020
H11 11.754 -3.311 -1.303
H12 10.517 -3.782 -0.036
H13 10.824 -2.096 -0.342
H14 8.451 -3.140 0.388
H15 6.511 -1.593 0.687
H16 6.504 -0.516 -3.426
H17 8.623 -1.954 -3.763
H18 3.711 2.141 -1.101
H19 1.495 3.079 -1.036
H20 -1.128 -2.567 1.192
H21 0.964 -3.688 1.077
H22 3.058 -2.504 0.266

Values from the calculation:
**ΔE to the lowest compared entry with this formula, charge and spin**: 16.3 kcal per mole
**Charge**: -1
**Highest occupied orbital energy**: -4.35 eV

Atomic partial charges in e from the natural (NBO) method, atoms 1 to 5: 1.780, -0.704, 0.324, -0.319, -0.503



Number 1: calculated total energy -1263.0579 Ha. Number 2: calculated total energy -2447.7457 Ha. Number 3: calculated total energy -3324.1609 Ha. Number 4: calculated total energy -1114.2334 Ha. Number 5: calculated total energy -4279.9025 Ha.